The following is a quantum chemistry calculation of C33H55BBaN9O9P as an isolated structure, from OMol25.

```
109
Properties=species:S:1:pos:R:3:forces:R:3:lowdin_charge:R:1
Ba -0.375887 -0.978683 -0.636587 0.00 0.85 0.05 1.9182
C -0.680106 -1.192230 -4.742140 -0.02 0.01 -0.01 -0.0301
C -0.875940 0.259091 -4.444206 -0.04 0.05 0.02 -0.3520
C -1.406029 1.272367 -5.267803 -0.02 -0.09 -0.01 -0.0110
C -1.387814 2.412696 -4.494078 -0.03 -0.01 0.01 -0.2975
C -1.869980 3.778389 -4.866250 0.01 0.01 0.04 -0.0429
N -0.872425 2.083110 -3.286834 -0.08 0.04 -0.08 0.0177
N -0.562589 0.762779 -3.261220 0.09 -0.11 0.39 0.0685
B -0.485330 3.085191 -2.173862 -0.02 0.08 -0.08 -0.5189
N 1.023058 3.012171 -1.843744 -0.01 -0.02 0.00 0.0180
N 1.588359 2.008082 -1.129877 0.04 0.00 0.08 0.1264
C 2.880549 2.292254 -1.045519 -0.03 0.04 -0.06 -0.3567
C 3.839412 1.410774 -0.318353 0.02 -0.04 -0.01 -0.0438
C 3.168313 3.491993 -1.722472 0.03 0.02 0.02 -0.0171
C 1.955176 3.917023 -2.216874 0.00 -0.03 0.01 -0.2956
C 1.673242 5.129314 -3.043891 -0.03 -0.01 -0.02 -0.0398
N -1.370463 3.039914 -0.910521 0.11 0.19 0.14 0.0170
N -1.593826 1.937693 -0.155131 -0.20 -0.40 -0.38 0.0842
C -2.449286 2.281431 0.795801 0.04 0.03 0.02 -0.3482
C -3.028968 1.279760 1.742229 -0.04 0.03 -0.04 -0.0318
C -2.747541 3.655742 0.696841 -0.06 -0.06 0.03 -0.0130
C -2.044476 4.098258 -0.401004 -0.04 -0.01 0.01 -0.2960
C -2.010944 5.485421 -0.958587 0.04 -0.01 -0.02 -0.0440
H -0.728484 -1.375015 -5.817128 0.01 0.02 -0.01 0.0688
H -1.447313 -1.793773 -4.252616 -0.02 -0.01 -0.01 0.0612
H 0.273427 -1.549641 -4.355831 0.01 -0.03 0.01 0.0633
H -1.766311 1.183676 -6.280689 0.00 -0.01 -0.01 0.0908
H -2.323293 3.738959 -5.857398 0.00 -0.01 0.00 0.0691
H -1.061101 4.511148 -4.887490 0.00 0.01 0.01 0.0621
H -2.620336 4.142675 -4.162157 0.00 0.01 0.00 0.0725
H -0.676448 4.169704 -2.647520 0.07 0.01 0.00 0.0903
H 3.338455 0.513401 0.031491 0.04 -0.04 -0.04 0.0358
H 4.280266 1.924890 0.541281 -0.02 0.01 0.00 0.0733
H 4.661251 1.104224 -0.971071 0.00 0.00 -0.01 0.0753
H 4.122901 3.980454 -1.842171 0.01 -0.01 0.01 0.0909
H 2.598307 5.689456 -3.185883 0.01 -0.01 0.01 0.0688
H 0.939450 5.785581 -2.573815 0.00 0.00 0.00 0.0634
H 1.283971 4.858308 -4.027008 -0.01 0.01 -0.01 0.0724
H -2.888408 0.266176 1.370764 -0.01 -0.03 0.04 0.0400
H -4.103529 1.448633 1.845507 0.00 0.00 0.00 0.0815
H -2.583836 1.343354 2.735359 0.03 0.00 0.02 0.0415
H -3.415270 4.236939 1.313656 0.00 0.00 0.02 0.0915
H -2.656463 6.125171 -0.355387 0.00 -0.01 0.01 0.0685
H -2.358922 5.521057 -1.992071 0.00 0.00 0.00 0.0642
H -1.002523 5.904047 -0.940277 0.00 0.00 -0.01 0.0700
O 2.075395 -4.017749 -3.398436 0.00 0.05 0.01 -0.0094
C 1.878746 -3.384862 -2.355390 0.03 -0.07 0.00 -0.6511
O 0.988654 -2.507237 -2.139778 -0.02 -0.11 -0.18 -0.2664
C 2.877826 -3.586867 -1.199778 -0.02 0.00 -0.03 -0.1035
C 3.583294 -2.251321 -0.905533 0.09 0.09 0.04 -0.2567
C 4.888134 -2.500624 -0.133701 0.00 0.00 -0.01 -0.1016
C 4.335759 -2.893833 1.260395 0.01 0.02 0.00 -0.1002
C 2.819935 -2.743045 1.033628 0.13 0.03 0.03 -0.2714
O 2.764744 -1.645597 0.107748 -0.11 -0.07 -0.01 -0.1318
C 2.303065 -3.924271 0.215520 0.01 -0.02 -0.01 -0.1079
C 0.773279 -4.110003 0.297723 0.00 -0.13 -0.06 -0.6692
O 0.335398 -5.220356 -0.019378 -0.02 0.01 0.01 0.0040
O 0.104706 -3.118014 0.729708 0.01 -0.09 0.11 -0.2600
H 3.596080 -4.342448 -1.517805 0.00 0.01 -0.01 0.1386
H 3.665286 -1.578821 -1.756752 -0.03 0.00 -0.01 0.1614
H 5.479077 -1.583737 -0.082037 -0.01 0.00 0.01 0.0996
H 5.496625 -3.278945 -0.595244 0.00 -0.01 0.00 0.1060
H 4.689044 -2.212009 2.037218 -0.01 0.00 -0.01 0.0908
H 4.601619 -3.910150 1.554721 0.00 -0.01 0.00 0.1053
H 2.234103 -2.497275 1.910706 -0.04 0.00 0.01 0.1164
H 2.744351 -4.862004 0.559676 -0.04 -0.01 0.02 0.1414
C -4.511990 -3.489999 -2.107737 -0.07 0.03 0.06 -0.0254
C -3.779606 -2.219917 -1.695770 0.13 0.08 -0.16 -0.5314
C -4.264178 -1.011286 -2.481489 0.05 0.01 0.00 -0.0134
O -2.384503 -2.368250 -2.029227 -0.28 -0.02 0.13 -0.1619
C -3.963353 -1.933775 -0.175618 -0.01 0.02 0.04 -0.6509
O -5.134315 -1.919790 0.233993 -0.03 0.01 0.04 -0.0209
O -2.905998 -1.721614 0.478980 0.13 0.02 -0.19 -0.1549
H -4.509027 -3.589580 -3.195915 0.03 -0.01 -0.01 0.0777
H -5.536763 -3.460815 -1.739014 0.00 0.02 -0.01 0.0776
H -4.013038 -4.363657 -1.681973 -0.02 -0.01 0.02 0.0893
H -4.146143 -1.187747 -3.553879 0.01 0.01 0.00 0.0820
H -3.677113 -0.129776 -2.212645 -0.01 0.01 0.00 0.0880
H -5.311895 -0.819854 -2.252272 0.00 -0.02 0.01 0.0860
H -2.049936 -3.019689 -1.398346 0.12 -0.33 -0.06 0.0662
C 2.629931 0.241428 2.733623 -0.01 -0.03 0.06 -0.1069
N 1.798508 -0.571455 3.611485 -0.04 0.03 -0.11 -0.2933
C 2.259456 -0.618724 4.981651 -0.01 -0.02 0.00 -0.1282
P 0.150254 -0.582916 3.322853 -0.25 -0.06 0.25 0.5311
O -0.174836 -0.110864 1.963217 0.40 0.12 -0.06 -0.4028
N -0.589769 0.436574 4.434457 0.00 -0.03 -0.04 -0.2944
C -0.506730 1.866843 4.199690 0.04 -0.03 -0.01 -0.1219
C -0.918190 0.075221 5.791323 -0.05 -0.01 -0.02 -0.1353
N -0.378392 -2.069401 3.773866 -0.03 0.10 0.05 -0.2901
C -1.768507 -2.359828 3.384840 0.03 -0.01 0.08 -0.0813
C 0.441101 -3.259747 3.901856 0.02 -0.04 -0.05 -0.1046
H 3.635713 -0.183548 2.681949 0.00 -0.01 -0.02 0.0801
H 2.707768 1.278118 3.090378 0.00 0.00 0.01 0.0894
H 2.207154 0.248212 1.735591 -0.01 0.00 0.01 0.0529
H 3.254461 -1.073226 5.021577 0.00 0.01 0.00 0.0827
H 1.589184 -1.225403 5.590867 0.01 -0.01 0.01 0.0684
H 2.323706 0.382267 5.433112 -0.01 0.00 0.00 0.0791
H -0.275081 2.056599 3.152378 -0.04 0.02 0.00 0.0798
H 0.263387 2.333791 4.831277 0.01 0.00 -0.01 0.0759
H -1.464300 2.345645 4.427825 0.01 0.01 0.00 0.0774
H -0.967942 -1.008023 5.882966 0.00 0.01 0.01 0.0700
H -1.896743 0.488761 6.060935 0.00 0.00 0.00 0.0802
H -0.183975 0.460119 6.515036 0.00 0.00 0.00 0.0703
H -2.343459 -1.437748 3.311264 -0.01 -0.01 -0.02 0.0772
H -2.224606 -3.001836 4.145189 0.00 0.00 0.00 0.0818
H -1.798569 -2.844719 2.409029 0.00 -0.01 -0.02 0.0704
H 1.496213 -3.000795 3.950081 0.01 0.00 0.00 0.0619
H 0.284140 -3.916482 3.043590 0.02 0.00 -0.03 0.0821
H 0.170566 -3.795914 4.820333 -0.01 0.00 -0.01 0.0789
```
Forces are in eV/Å.

Output
max |F|	0.85	eV Å⁻¹
net charge	-2
total energy	-77623.44439	eV
ΔE to the lowest compared entry with this formula, charge and spin	0.0	kcal per mole

***

The following is a quantum chemistry calculation of C33H55F3N9O9SV as an isolated structure at a distorted geometry, from OMol25.

```
111
Properties=species:S:1:pos:R:3:forces:R:3:lowdin_spin:R:1
V 0.551415 1.037982 1.537286 0.07 1.26 -0.03 2.7274
N 2.418402 -0.194558 3.127850 0.54 -1.23 0.33 0.0152
O 1.781296 -0.680791 2.216464 -0.53 -6.41 -2.91 0.0348
O 3.217469 -0.756185 3.882478 -0.51 0.14 -0.59 0.0228
O 2.106903 0.959168 3.148466 0.69 6.72 3.07 0.0056
N -1.365152 0.182697 -0.156916 1.28 0.91 0.20 0.0201
O -1.166048 1.313390 0.212030 -2.03 7.11 -0.17 0.0028
O -2.177504 -0.169915 -0.963259 -1.70 -0.94 -1.16 0.0238
O -0.519053 -0.470153 0.370832 2.71 -7.78 0.62 0.0297
C -0.643579 3.072092 4.992389 0.30 0.76 -1.14 0.0021
F -0.850672 4.420053 5.214310 0.58 -1.80 -0.21 0.0004
F 0.617237 2.713116 5.308510 -1.08 0.69 -0.20 0.0001
F -1.482325 2.389917 5.755037 0.00 0.11 -0.04 0.0008
S -0.983041 2.636823 3.126402 -1.65 0.54 -1.98 0.0093
O -2.299503 3.166743 2.745258 2.29 -0.17 1.52 -0.0001
O 0.155519 2.986439 2.257241 0.47 2.91 0.54 0.0214
O -0.853399 1.205713 3.032523 -1.58 -2.57 2.30 0.0265
N -3.714980 4.439929 -1.579976 0.71 1.15 -0.99 0.0000
C -2.843447 4.600114 -0.551357 -0.09 -0.82 0.79 0.0000
C -2.161371 5.779048 -0.709658 0.60 -0.58 0.35 0.0000
C -2.580445 6.347408 -1.936498 0.30 0.53 0.30 0.0000
C -3.497251 5.493113 -2.435130 -1.85 -0.63 -1.08 0.0000
H -4.407545 3.733879 -1.784768 0.27 -0.18 0.42 0.0000
H -2.723764 3.801341 0.165600 0.00 0.22 0.25 0.0000
H -1.333778 6.054558 -0.072802 -0.17 0.26 0.01 0.0000
H -2.333601 7.310278 -2.358813 0.20 -0.16 -0.02 0.0000
H -4.106301 5.541862 -3.325679 0.07 0.20 -0.03 0.0000
N -1.903041 -3.556997 -3.833307 -0.67 1.13 -0.78 0.0000
C -1.314338 -4.758303 -3.608093 -0.13 -0.18 0.90 0.0000
C -1.710991 -5.204377 -2.345027 -0.05 1.86 -1.04 0.0000
C -2.511678 -4.106308 -1.826610 -0.69 -0.60 0.50 0.0000
C -2.709899 -3.140041 -2.786599 1.79 -1.28 -0.29 0.0000
H -1.823089 -3.023935 -4.687448 0.14 -0.27 0.16 0.0000
H -0.554497 -5.087845 -4.301232 -0.28 -0.38 0.01 0.0000
H -1.434359 -6.158553 -1.921442 -0.02 0.32 0.29 0.0000
H -2.914128 -3.995169 -0.830571 -0.07 -0.36 0.01 0.0000
H -3.195075 -2.176038 -2.827967 0.02 -0.22 0.27 0.0000
N -4.454448 1.313771 -1.970751 -1.57 -0.32 0.60 0.0001
C -5.412209 1.499817 -1.000760 -1.80 1.94 -2.24 0.0000
C -6.482831 2.200668 -1.683653 1.63 -1.00 2.69 0.0000
C -6.123825 2.370449 -3.026673 -1.41 0.05 0.37 0.0000
C -4.933020 1.756913 -3.185465 2.38 -0.84 -0.23 0.0000
H -3.618642 0.786660 -1.761714 0.44 0.00 -0.23 0.0001
H -5.302290 1.239253 0.041557 0.20 -0.02 -0.21 0.0000
H -7.344027 2.609009 -1.175723 -0.06 -0.12 -0.12 0.0000
H -6.817523 2.825106 -3.718383 0.49 -0.07 -0.38 0.0000
H -4.309282 1.525796 -4.036313 -0.22 0.38 -0.20 0.0000
N 0.669425 2.959693 -4.235991 -0.94 -1.51 0.05 0.0001
C -0.588932 2.932836 -3.681182 0.15 0.30 -0.07 0.0000
C -1.010765 1.628070 -3.732160 -3.34 2.10 1.90 0.0001
C -0.030383 0.816492 -4.186133 0.12 -2.37 -1.25 0.0000
C 0.935756 1.630155 -4.585741 3.92 2.59 -0.70 0.0000
H 1.282740 3.752860 -4.357767 -0.23 -0.33 0.05 0.0000
H -1.056107 3.789528 -3.218347 -0.06 0.05 -0.25 0.0000
H -2.029367 1.379205 -3.473493 0.21 -0.28 0.35 0.0001
H -0.096800 -0.253300 -4.318593 0.17 0.09 -0.03 0.0000
H 1.900582 1.510208 -5.055995 -0.05 -0.62 0.02 0.0000
N -1.220588 -1.253120 4.869489 0.66 -0.43 1.07 0.0001
C -0.702169 -1.926617 3.818560 2.38 -0.50 0.05 0.0011
C -1.557022 -1.898426 2.794412 -1.85 0.11 -1.26 0.0010
C -2.688983 -1.179197 3.241718 -0.69 -0.03 0.81 -0.0001
C -2.474251 -0.858132 4.572916 -0.82 0.86 -0.96 0.0004
H -0.698381 -1.045929 5.708825 -0.32 -0.09 -0.20 0.0000
H 0.312890 -2.294590 3.793405 -0.03 0.00 0.35 0.0000
H -1.509090 -2.320643 1.801525 0.48 0.02 0.23 0.0000
H -3.547425 -0.913762 2.642536 -0.08 -0.10 0.17 0.0000
H -3.060686 -0.278578 5.270490 0.04 -0.04 -0.11 0.0000
C 4.935321 -3.152112 1.271592 0.99 1.07 0.60 0.0000
C 4.368723 -4.448831 1.779204 -0.30 0.27 -1.02 0.0000
N 3.092458 -4.809960 1.165725 0.05 0.94 -0.81 0.0000
C 2.755977 -6.131439 1.540883 1.20 -2.23 0.06 0.0000
C 3.691929 -7.251837 0.937310 -1.10 0.74 0.89 0.0000
C 2.086624 -3.855344 1.637784 -0.31 0.17 -2.27 0.0002
C 0.685654 -4.184160 1.059801 -0.10 0.43 0.96 0.0000
H 5.829207 -3.026360 1.882541 0.35 0.22 -0.01 0.0000
H 4.377270 -2.239702 1.481786 -0.44 -0.23 -0.04 0.0000
H 5.289585 -3.105220 0.241832 -0.36 -0.45 -0.15 0.0000
H 5.161683 -5.172187 1.589269 -0.37 -0.46 0.02 0.0000
H 4.217451 -4.358480 2.854866 0.12 -0.09 0.50 0.0000
H 1.797572 -6.586301 1.290590 -0.57 1.41 0.10 0.0000
H 2.912849 -6.092414 2.618832 -0.51 -1.04 0.74 0.0000
H 4.538209 -7.335425 1.619157 0.42 -0.34 -0.78 0.0000
H 3.865921 -7.094719 -0.127185 0.61 0.37 0.19 0.0000
H 3.090080 -8.160436 0.955549 0.28 -0.29 0.33 0.0000
H 2.124370 -3.684578 2.713660 -0.25 -0.37 0.43 0.0000
H 2.340802 -2.888423 1.203572 0.19 -0.06 0.22 0.0001
H 0.060944 -4.590982 1.854997 -0.26 -0.01 -0.07 0.0000
H 0.246368 -3.244934 0.723674 -0.21 -0.06 0.06 0.0000
H 0.621928 -4.877167 0.220887 0.58 0.03 0.00 0.0000
C 0.889100 3.794205 -0.701725 0.34 -0.09 0.01 0.0019
C 1.520514 2.434887 -1.072454 -0.44 1.40 1.80 0.0086
N 2.115040 1.782989 0.199887 0.28 -1.28 -2.57 0.0201
C 2.957219 0.699515 -0.330027 0.35 -2.51 -0.06 0.0090
C 2.321534 -0.517783 -1.043070 -0.26 1.24 -0.51 0.0028
C 3.089309 2.618634 0.896489 0.22 1.02 0.49 0.0042
C 4.021813 3.423013 0.008257 0.50 0.52 0.33 0.0003
H 0.854837 4.422794 -1.591562 -0.63 -0.13 -0.15 0.0001
H 1.453067 4.414758 -0.005337 0.29 -0.37 0.20 0.0000
H -0.077392 3.622775 -0.227795 -0.08 0.25 -0.40 0.0009
H 0.692365 1.859053 -1.485590 0.30 -0.48 0.29 0.0010
H 2.248084 2.569902 -1.872779 0.41 -0.26 0.23 0.0009
H 3.702876 1.076095 -1.030233 0.04 0.40 0.01 0.0012
H 3.501819 0.218924 0.482700 0.15 0.44 0.32 0.0002
H 3.112447 -0.963753 -1.646127 0.09 -0.31 0.23 0.0003
H 1.847948 -1.254695 -0.394402 0.03 0.22 -0.02 0.0007
H 1.622559 -0.126808 -1.782436 -0.40 -0.35 -0.02 0.0002
H 3.771288 2.064201 1.541166 -0.46 -0.78 -0.14 0.0000
H 2.567486 3.217187 1.643170 -0.13 0.51 -0.41 0.0008
H 4.856309 2.886208 -0.442927 -0.30 -0.53 -0.11 0.0001
H 4.546222 4.055607 0.724444 -0.11 0.67 -0.26 0.0001
H 3.527899 3.982612 -0.786098 0.10 0.27 0.30 0.0001
```
Forces are in eV/Å.

Output
max |F|	8.26	eV Å⁻¹
net charge	-1
total energy	-111620.03247	eV
2S+1	4